Computed, not measured: C21H30Cl3IrN3OS2 as an isolated structure in a non-equilibrium geometry, with wB97M-V/def2-TZVPD.

Calculated values
**HOMO level (spin up / spin down)**: -11.16 / -11.21 eV
**Total charge**: +1
**HOMO-LUMO gap (spin up / spin down)**: 0.220 / 0.223 hartree

Atoms and positions in Å:
Ir (0.03670, -0.32040, 0.50140)
C (4.14770, 2.02860, -0.04280)
C (2.70150, 1.65300, -0.00730)
S (2.38950, -0.02750, -0.10100)
C (1.69550, 2.59120, 0.08120)
C (1.95600, 4.05980, 0.06980)
S (0.02980, 2.19120, 0.19900)
H (4.77030, 1.13690, -0.06550)
H (4.41380, 2.61570, 0.83610)
H (4.36710, 2.62600, -0.92770)
H (3.01330, 4.29970, 0.07540)
H (1.47450, 4.52190, 0.93020)
H (1.49850, 4.49290, -0.82010)
C (-7.58700, -3.92610, 0.46050)
C (-6.53660, -2.80110, 0.47680)
C (-7.17420, -1.61150, 1.20210)
C (-5.33750, -3.30560, 1.28260)
C (-6.16640, -2.38550, -0.99210)
O (-7.35980, -2.09040, -1.70480)
C (-5.43450, -3.50040, -1.78200)
C (-3.91210, -3.63980, -1.64750)
C (-3.09440, -3.22570, -2.84910)
C (-3.54160, -2.37010, -3.85150)
C (-2.72520, -2.01170, -4.90820)
C (-1.43380, -2.51250, -4.98160)
Cl (-0.40730, -2.06840, -6.29320)
C (-0.96910, -3.38010, -4.00240)
C (-1.79730, -3.72170, -2.95360)
C (-5.47190, -0.99470, -1.13260)
N (-4.25370, -0.69440, -0.43670)
C (-2.99850, -0.68180, -0.89370)
N (-2.18400, -0.27760, 0.07070)
C (-3.01440, -0.02110, 1.11230)
N (-4.26020, -0.26670, 0.82420)
H (-7.78520, -4.24030, 1.48270)
H (-7.25350, -4.80570, -0.08580)
H (-8.53040, -3.58110, 0.04240)
H (-7.61800, -1.95240, 2.13520)
H (-7.96350, -1.18030, 0.58900)
H (-6.43810, -0.84890, 1.43730)
H (-5.66760, -3.53760, 2.29340)
H (-4.55810, -2.55530, 1.36150)
H (-4.93190, -4.21720, 0.85080)
H (-7.89820, -2.88830, -1.77150)
H (-5.68410, -3.35200, -2.83260)
H (-5.88700, -4.45250, -1.50460)
H (-3.68100, -4.68910, -1.45080)
H (-3.55750, -3.08840, -0.77250)
H (-4.54640, -1.98030, -3.83910)
H (-3.09170, -1.34810, -5.67450)
H (0.02580, -3.78710, -4.07120)
H (-1.43880, -4.40950, -2.20270)
H (-6.21730, -0.26730, -0.80880)
H (-5.30070, -0.85040, -2.19740)
H (-2.69440, -0.95960, -1.88170)
H (-2.69280, 0.34160, 2.06720)
Cl (0.41890, -2.83970, -0.50860)
C (-0.11760, -3.56940, 1.02030)
Cl (-0.42490, -2.26870, 2.18740)
H (0.66730, -4.21270, 1.41250)
H (-1.04550, -4.11240, 0.85030)

Computed, not measured: one molecule with the formula C21H30ClN3O3, with wB97M-V/def2-TZVPD.

Calculated values
**HOMO level**: -8.48 eV
**SMILES**: COCCN1CCN(C(=O)[C@@H]2CCC(=O)N(CCc3ccc(Cl)cc3)C2)CC1
**ΔE to the lowest compared entry with this formula, charge and spin**: 27.4 kJ/mol
**HOMO-LUMO gap**: 0.328 hartree

Atoms and positions in Å:
C (3.35822, 5.11354, 3.14826)
H (3.92185, 5.34557, 2.23634)
O (4.12889, 4.32783, 4.02751)
C (4.56648, 3.10844, 3.48479)
C (3.46105, 2.04273, 3.37640)
N (2.63649, 2.23429, 2.19428)
C (3.17760, 1.65634, 0.98245)
H (4.24501, 1.87358, 0.92273)
C (2.95862, 0.13218, 0.88689)
N (1.55370, -0.16724, 1.03395)
C (0.71939, -0.76790, 0.15741)
O (-0.45132, -0.96273, 0.43362)
C (1.30191, -1.21273, -1.18676)
C (0.33271, -2.18166, -1.86340)
N (-0.83937, -1.53667, -2.41192)
C (-1.00135, -0.21183, -2.60829)
O (-2.04537, 0.25735, -3.02599)
C (0.17528, 0.69729, -2.29736)
C (1.50079, -0.02818, -2.13574)
H (1.83787, -0.40890, -3.10332)
H (2.25929, 0.66469, -1.76785)
H (-0.08438, 1.22397, -1.37432)
H (0.22744, 1.44574, -3.09035)
C (-1.97578, -2.40754, -2.63588)
H (-2.63863, -1.88571, -3.32853)
H (-1.62225, -3.32673, -3.11108)
C (-2.73231, -2.71702, -1.32660)
C (-4.21972, -2.62054, -1.50282)
C (-5.04478, -3.71672, -1.29494)
C (-6.41592, -3.61908, -1.46020)
C (-6.96471, -2.40745, -1.84077)
C (-6.16043, -1.29961, -2.05620)
C (-4.79388, -1.41169, -1.88563)
H (-4.16103, -0.55343, -2.05835)
H (-6.60139, -0.36094, -2.35312)
Cl (-8.67916, -2.27579, -2.05102)
H (-7.05233, -4.47483, -1.29651)
H (-4.61685, -4.66320, -0.99681)
H (-2.46702, -3.70853, -0.95639)
H (-2.41453, -1.98356, -0.58099)
H (0.85902, -2.71060, -2.67196)
H (-0.00271, -2.92250, -1.13108)
H (2.24443, -1.74289, -1.01755)
C (1.01954, 0.34546, 2.28338)
C (1.24216, 1.86231, 2.34011)
H (0.85847, 2.26130, 3.28010)
H (0.68997, 2.32950, 1.51774)
H (-0.04356, 0.10641, 2.31870)
H (1.52914, -0.14456, 3.12074)
H (3.35179, -0.23933, -0.05585)
H (3.50193, -0.36414, 1.70199)
H (2.67752, 2.14089, 0.13730)
H (2.83050, 2.13763, 4.26244)
H (3.93731, 1.05128, 3.40402)
H (5.33406, 2.75141, 4.17677)
H (5.02608, 3.27532, 2.49980)
H (3.13653, 6.03582, 3.68183)
H (2.42780, 4.61335, 2.86806)

Computed, not measured: one molecule with the formula C21H30N2O3, with wB97M-V/def2-TZVPD.

Calculated values
**HOMO level**: -8.20 eV
**SMILES**: Cc1ccc(OCC(=O)N2CCN(C(=O)CCC3CCCC3)CC2)cc1
**ΔE to the lowest compared entry with this formula, charge and spin**: 134.9 kJ/mol
**HOMO-LUMO gap**: 0.328 hartree

Atoms and positions in Å:
C (1.16606, -3.93071, -0.23643)
C (-0.12184, -3.20437, 0.00590)
C (-1.20194, -3.38711, -0.85125)
C (-2.38226, -2.70483, -0.65903)
C (-2.51050, -1.80834, 0.40007)
C (-1.44688, -1.62323, 1.26862)
C (-0.26805, -2.32428, 1.06438)
H (0.55342, -2.16835, 1.74951)
H (-1.51131, -0.93952, 2.10030)
O (-3.72237, -1.15929, 0.48230)
C (-3.91906, -0.24016, 1.52850)
C (-3.02315, 1.00179, 1.49211)
O (-2.44593, 1.37512, 2.49794)
N (-2.93714, 1.68130, 0.33099)
C (-3.55314, 1.35394, -0.93164)
H (-4.00693, 2.27221, -1.32381)
C (-2.48686, 0.82467, -1.90881)
N (-1.18798, 1.37555, -1.56781)
C (-0.10770, 0.55178, -1.59505)
O (-0.20613, -0.58810, -2.00851)
C (1.21733, 1.09475, -1.09948)
C (1.25220, 1.13320, 0.43705)
C (2.62844, 0.82254, 1.03481)
C (3.13493, -0.59858, 0.70188)
H (3.27653, -1.16566, 1.62266)
C (4.48112, -0.41546, -0.00526)
H (4.33756, -0.33885, -1.08460)
H (5.16530, -1.24101, 0.18667)
C (4.99723, 0.91406, 0.53681)
H (5.78786, 1.34320, -0.07773)
H (5.38079, 0.77942, 1.54956)
C (3.73878, 1.77673, 0.56305)
H (3.83846, 2.64263, 1.21683)
H (3.52805, 2.13414, -0.44489)
H (2.42254, -1.14322, 0.08503)
H (2.52548, 0.91588, 2.12048)
H (0.54440, 0.39592, 0.82257)
H (0.93461, 2.11466, 0.79536)
H (1.97203, 0.39695, -1.46173)
H (1.42693, 2.07393, -1.53124)
C (-1.25477, 2.73434, -1.09556)
H (-0.26073, 3.15936, -0.98082)
C (-2.00861, 2.79254, 0.24712)
H (-2.54995, 3.74195, 0.33727)
H (-1.32892, 2.70177, 1.09702)
H (-1.79005, 3.32446, -1.85006)
H (-2.39644, -0.26197, -1.84635)
H (-2.75459, 1.09387, -2.93796)
H (-4.33524, 0.61008, -0.80193)
H (-4.96606, 0.07272, 1.45043)
H (-3.77183, -0.71215, 2.50832)
H (-3.22153, -2.84216, -1.32370)
H (-1.11046, -4.06655, -1.68535)
H (0.98415, -4.99157, -0.40035)
H (1.84523, -3.81642, 0.60490)
H (1.64892, -3.53359, -1.12905)

Computed, not measured: C21H30N2O9PS2V as an isolated structure, with wB97M-V/def2-TZVPD.

Calculated values
**Multiplicity**: 2
**HOMO level (spin up / spin down)**: -11.50 / -11.51 eV
**<S²>**: 0.765
**Total charge**: +1
**ΔE to the lowest compared entry with this formula, charge and spin**: 21.6 kJ/mol
**HOMO-LUMO gap (spin up / spin down)**: 0.268 / 0.286 hartree

Atoms and positions in Å:
V (-0.17361, -0.45592, 0.49902)
O (2.94684, 3.91332, 3.23744)
C (2.28755, 2.98724, 2.87964)
C (0.77385, 3.03945, 2.53343)
O (0.04867, 3.98504, 2.67633)
C (0.51969, 1.72895, 1.91345)
C (1.62379, 0.93643, 1.93749)
O (1.49224, -0.23695, 1.31700)
C (2.80016, 1.56211, 2.54152)
O (3.91255, 1.14467, 2.69486)
O (-0.52466, 1.25558, 1.27271)
C (-3.68754, -0.99443, 1.87167)
C (-2.45498, -1.86676, 1.99459)
C (-2.71409, -3.31064, 1.61859)
C (-1.78029, -1.72394, 3.34442)
O (-1.50437, -1.35265, 0.99211)
H (-4.12596, -1.07896, 0.87718)
H (-3.44393, 0.04951, 2.06948)
H (-4.43107, -1.31863, 2.60045)
H (-3.41123, -3.74874, 2.33344)
H (-1.79090, -3.89073, 1.63955)
H (-3.15684, -3.38056, 0.62509)
H (-2.45103, -2.08161, 4.12591)
H (-1.54562, -0.67865, 3.54965)
H (-0.86432, -2.31459, 3.38897)
S (2.32186, 2.29194, -1.27925)
C (1.77169, 3.73735, -0.63826)
N (2.51805, 4.62155, 0.00392)
C (1.86408, 5.75823, 0.65192)
C (0.45919, 5.85989, 0.04797)
S (0.11499, 4.24833, -0.72770)
H (3.49454, 4.41698, 0.16291)
H (2.43591, 6.66547, 0.46404)
H (1.82602, 5.58602, 1.72725)
H (0.39937, 6.62504, -0.72195)
H (-0.28691, 6.05260, 0.81403)
N (-0.50134, 0.61493, -1.24150)
C (-0.99469, -0.02178, -2.44634)
C (-2.33235, -0.37944, -2.52069)
C (-2.80821, -0.98636, -3.67282)
C (-1.94943, -1.23245, -4.73642)
C (-0.61441, -0.86404, -4.65046)
C (-0.12841, -0.25407, -3.50199)
H (0.40275, 1.10803, -1.41794)
H (-1.13482, 1.35692, -0.93953)
H (-2.99652, -0.17992, -1.68689)
H (-3.85260, -1.25934, -3.74307)
H (-2.32419, -1.70120, -5.63608)
H (0.05363, -1.04274, -5.48217)
H (0.90772, 0.05159, -3.43339)
C (-0.82415, -3.47236, -1.92360)
O (0.35624, -3.58387, -1.10548)
P (1.17452, -2.33299, -0.59214)
O (2.21020, -2.98576, 0.40202)
C (1.82720, -3.46627, 1.70138)
O (2.08950, -1.92213, -1.80975)
C (3.33927, -1.21044, -1.60380)
H (-1.18084, -4.48590, -2.07622)
H (-0.57919, -3.01548, -2.88040)
H (-1.58485, -2.88618, -1.40907)
H (2.74538, -3.75226, 2.20334)
H (1.17347, -4.33102, 1.59740)
H (1.34108, -2.67371, 2.27130)
H (3.62964, -0.82836, -2.57701)
H (4.08639, -1.90439, -1.22947)
H (3.20533, -0.39093, -0.89808)